Record 1
Here is a single C5H10O2 molecule from OMol25. Energies are from the ωB97M-V functional and the def2-TZVPD basis.

Summary:
gap between HOMO and LUMO = 10.64 eV
energy = -346.97446 hartree
LUMO level = 0.873 eV
molar mass = 102.13 u
SMILES string = C[C@H]1OCC[C@H]1O
energy relative to the best compared isomer or geometry (same formula, charge and spin) = 31.99 kcal per mole

Geometry (Å):
1 C 1.58127 0.02620 -0.85370
2 C 0.90797 0.18521 0.51374
3 O 0.26217 1.44062 0.62982
4 C -0.98578 1.31435 -0.03090
5 C -1.50409 -0.07940 0.33958
6 C -0.22452 -0.84603 0.75969
7 O -0.03491 -2.08364 0.11236
8 H 2.23164 0.88833 -1.03719
9 H 0.85622 -0.01906 -1.67985
10 H 2.18214 -0.88958 -0.87054
11 H 1.67318 0.14589 1.29965
12 H -0.84299 1.39758 -1.12086
13 H -1.62515 2.13884 0.29456
14 H -2.22330 -0.03206 1.16267
15 H -1.99119 -0.58326 -0.50287
16 H -0.25558 -1.08885 1.82529
17 H -0.00706 -1.91515 -0.84147



Record 2
Here is a single C4H7NO molecule from OMol25. Energies are from the ωB97M-V functional and the def2-TZVPD basis.

Summary:
gap between HOMO and LUMO = 8.69 eV
energy = -286.50940 hartree
LUMO level = 0.982 eV
molar mass = 85.11 u
energy relative to the best compared isomer or geometry (same formula, charge and spin) = 76.71 kcal per mole

Geometry (Å):
1 C -2.14144 -0.99413 0.23917
2 C -1.15571 -0.57406 -0.79837
3 N 0.06021 -0.59580 -0.73466
4 C 1.28601 -0.21894 -0.68345
5 C 1.51983 1.17758 -0.17547
6 O 0.88949 1.40839 1.07441
7 H -1.71774 -1.23907 1.22208
8 H -2.68915 -1.85956 -0.14679
9 H -2.88700 -0.20182 0.36435
10 H 1.12261 0.67569 1.66177
11 H 2.07592 -0.88267 -1.02387
12 H 1.04272 1.89588 -0.85303
13 H 2.59425 1.40851 -0.14615



Record 3
Here is a molecular structure, C2H9N3O in a non-equilibrium geometry from OMol25. Energies are from the ωB97M-V functional and the def2-TZVPD basis.

Summary:
gap between HOMO and LUMO = 9.99 eV
energy = -321.05096 hartree
LUMO level = 0.962 eV
molar mass = 91.11 u
energy relative to the best compared isomer or geometry (same formula, charge and spin) = 50.69 kcal per mole

Geometry (Å):
1 C 0.76028 -0.12772 -0.47461
2 C -0.48214 0.27819 0.28486
3 N 0.93844 -1.46130 -0.73342
4 N -1.05777 1.56795 -0.03045
5 N -1.51183 -0.74449 0.28306
6 O 1.82254 0.40138 0.89518
7 H 2.54046 -0.20659 1.12473
8 H 1.14454 0.56975 -1.21199
9 H 0.07302 0.38771 1.28826
10 H 1.48158 -1.69016 -1.55577
11 H 0.08585 -1.99331 -0.54933
12 H -2.08941 -0.62536 1.10844
13 H -0.51881 2.08004 -0.72484
14 H -1.06122 2.14209 0.80675
15 H -2.12551 -0.57819 -0.51087



Record 4
Here is a molecular structure, C15H11N3O6RuS4 from OMol25. Energies are from the ωB97M-V functional and the def2-TZVPD basis.

Summary:
gap between HOMO and LUMO (alpha / beta) = 5.69 / 5.63 eV
charge = -1
energy = -2881.55523 hartree
LUMO level (alpha / beta) = 1.924 / 0.037 eV
molar mass = 558.61 u
energy relative to the best compared isomer or geometry (same formula, charge and spin) = 0.00 kcal per mole
multiplicity = 6

Geometry (Å):
1 Ru 0.56798 0.65101 -0.72463
2 C -0.47960 -0.46625 -5.86818
3 S 1.03624 0.44508 -5.49969
4 C 1.02212 0.29829 -3.72706
5 S 0.11729 1.51413 -2.81531
6 N 1.61695 -0.70042 -3.19488
7 N 1.44849 -0.74547 -1.82538
8 C 2.07315 -1.76948 -1.17606
9 C 1.64979 -2.05413 0.13186
10 C 2.14369 -3.11958 0.91146
11 C 1.57922 -3.36171 2.13784
12 C 0.51942 -2.56317 2.59063
13 C 0.10814 -1.51826 1.78794
14 N 0.66483 -1.24264 0.61353
15 H -0.66029 -0.37746 -6.94012
16 H -1.32176 -0.03267 -5.32945
17 H -0.36901 -1.51689 -5.60528
18 H 2.82531 -2.34664 -1.69617
19 H 2.95483 -3.72735 0.53067
20 H 1.94854 -4.17422 2.75233
21 H 0.04227 -2.73246 3.54536
22 H -0.69378 -0.85880 2.09749
23 O -5.22495 3.03367 0.53358
24 C -4.16657 2.48411 0.43796
25 C -3.93852 0.97332 0.18686
26 O -4.77026 0.11185 0.25860
27 C -2.46064 0.82895 -0.08987
28 C -1.80100 2.08825 0.20051
29 O -0.55644 2.18709 0.16492
30 C -2.77825 3.15493 0.53294
31 O -2.56895 4.30872 0.80599
32 O -1.82926 -0.15904 -0.45428
33 C 0.56020 1.54255 3.79751
34 O 0.99738 1.44156 2.44517
35 C 2.30428 1.26739 2.20211
36 S 3.43630 1.18519 3.41014
37 S 2.68854 1.23748 0.51091
38 H -0.51556 1.68699 3.71939
39 H 1.03294 2.39048 4.28833
40 H 0.79696 0.63560 4.35233



Record 5
Here is 3 unconnected molecules or ions with the total composition C18H41BrF3N4O3 in a non-equilibrium geometry from OMol25. Energies are from the ωB97M-V functional and the def2-TZVPD basis.

Summary:
gap between HOMO and LUMO = 5.74 eV
charge = +1
energy = -4028.40853 hartree
LUMO level = -5.072 eV
molar mass = 498.45 u
energy relative to the best compared isomer or geometry (same formula, charge and spin) = 44.85 kcal per mole

Geometry (Å):
1 C 4.42742 0.54038 1.80977
2 C 5.05573 1.99482 1.64453
3 C 4.00980 3.05524 1.01576
4 C 4.93294 4.24380 0.42730
5 F 6.00224 4.49228 1.30621
6 F 4.25724 5.45383 0.28788
7 F 5.49018 3.78405 -0.76010
8 C 3.14184 3.59404 2.24639
9 N 1.64112 3.43480 2.04215
10 Br 0.84976 4.75184 3.18113
11 C 1.21005 3.79334 0.63519
12 C -0.34306 3.49986 0.38858
13 C -0.71431 1.93497 0.46562
14 C -2.03714 1.63259 1.31647
15 N -3.08329 2.67552 1.19132
16 C 2.16341 3.19762 -0.49931
17 O 3.26144 2.40117 -0.01152
18 H 4.11931 0.18527 0.78038
19 H 5.23829 -0.16268 2.19183
20 H 3.55255 0.58376 2.52462
21 H 5.45026 2.34931 2.65039
22 H 5.93396 1.97031 0.91861
23 H 3.43581 3.01650 3.17089
24 H 3.29158 4.70838 2.44727
25 H 1.29707 2.51009 2.34692
26 H 1.31472 4.93133 0.57282
27 H -0.55321 3.84081 -0.68190
28 H -1.00821 4.15344 1.04226
29 H 0.18827 1.38923 0.89563
30 H -0.93939 1.60511 -0.60449
31 H -2.48141 0.66998 0.88890
32 H -1.79772 1.39803 2.41061
33 H -4.02765 2.28578 1.15588
34 H -3.02556 3.30768 2.00396
35 H 2.63038 4.07890 -1.06384
36 H 1.53244 2.64922 -1.27402
37 C 1.05000 -2.71310 1.84844
38 C 0.66930 -1.51096 0.98913
39 C -0.32022 -1.84764 -0.14283
40 O 0.26056 -2.51723 -1.25320
41 C 0.43624 -3.91419 -1.07147
42 N 1.89643 -0.89126 0.46767
43 H 1.77078 -3.36864 1.35718
44 H 1.51066 -2.38094 2.78228
45 H 0.16875 -3.30610 2.10578
46 H 0.17497 -0.78750 1.64862
47 H -0.70947 -0.90483 -0.54284
48 H -1.18745 -2.40437 0.23268
49 H -0.36415 -4.35564 -0.47120
50 H 1.40868 -4.11695 -0.61934
51 H 0.42966 -4.38409 -2.05708
52 H 1.64619 -0.03176 -0.01999
53 H 2.24805 -1.49518 -0.27587
54 C -4.89535 -4.76920 -3.47471
55 C -5.43595 -3.94523 -2.30958
56 C -5.04999 -2.45445 -2.37517
57 O -3.70183 -2.17751 -2.00936
58 C -2.75254 -2.40804 -3.03867
59 N -5.00068 -4.56146 -1.04938
60 H -3.83284 -4.99688 -3.37082
61 H -5.41864 -5.72616 -3.53631
62 H -5.04209 -4.24875 -4.42494
63 H -6.52867 -4.00041 -2.35614
64 H -5.66557 -1.91384 -1.64897
65 H -5.27967 -2.02204 -3.35677
66 H -3.15160 -2.17180 -4.02902
67 H -2.40369 -3.44175 -3.00367
68 H -1.88980 -1.76530 -2.85034
69 H -5.44606 -4.07201 -0.27530
70 H -4.01090 -4.34541 -0.93293



Record 6
Here is a molecular structure, C36H33I2N4O3PSTi from OMol25. Energies are from the ωB97M-V functional and the def2-TZVPD basis.

Summary:
gap between HOMO and LUMO = 6.30 eV
charge = +2
energy = -4020.44251 hartree
LUMO level = -6.682 eV
molar mass = 934.40 u
energy relative to the best compared isomer or geometry (same formula, charge and spin) = 25.29 kcal per mole

Geometry (Å):
1 Ti 0.64364 -0.76426 -0.08262
2 I -1.17549 -5.05166 6.02686
3 C -0.75830 -4.14451 4.19993
4 C -1.25508 -4.69280 3.02722
5 C -0.98574 -4.08734 1.80870
6 I -1.75729 -4.87157 0.04863
7 C -0.19950 -2.93922 1.76935
8 O 0.03951 -2.29874 0.60171
9 C 0.30421 -2.38243 2.94922
10 C 1.19674 -1.17500 2.88586
11 N 0.66013 -0.08435 2.00018
12 C -0.64686 0.43558 2.46307
13 C -1.77903 -0.00060 1.57611
14 C -3.06180 -0.12194 2.07432
15 C -4.09931 -0.38489 1.19261
16 C -3.81541 -0.50399 -0.16215
17 C -2.49982 -0.40851 -0.57218
18 N -1.48959 -0.17869 0.27397
19 C 0.01187 -2.98929 4.15950
20 H -1.85968 -5.58940 3.06120
21 H 2.18265 -1.43718 2.50531
22 H 1.32818 -0.77652 3.89233
23 H 1.33951 0.67193 2.05286
24 H -0.61442 1.52648 2.43817
25 H -0.83391 0.13682 3.49365
26 H -3.24206 -0.00973 3.13549
27 H -5.11441 -0.48859 1.55348
28 H -4.59456 -0.68664 -0.88870
29 H -2.23835 -0.51298 -1.61233
30 H 0.39769 -2.56716 5.08001
31 O 2.46329 -1.60684 -0.07917
32 S 3.35459 -0.38740 -0.14476
33 O 4.07118 -0.16509 1.07045
34 N 2.17645 0.61905 -0.48149
35 C 2.30654 2.02333 -0.45251
36 C 3.47793 2.72243 -0.29686
37 C 3.46624 4.13411 -0.32931
38 C 2.30583 4.82688 -0.51128
39 C 1.08376 4.12828 -0.65185
40 C -0.16444 4.76587 -0.82109
41 C -1.29347 4.00080 -0.91849
42 C -1.17773 2.60341 -0.83377
43 N -0.03727 1.96408 -0.68785
44 C 1.08552 2.71992 -0.60914
45 C 4.47322 -0.51392 -1.48686
46 C 4.31160 0.29639 -2.60274
47 C 5.26640 0.24862 -3.60502
48 C 6.34855 -0.61332 -3.48930
49 C 6.49076 -1.42713 -2.36975
50 C 5.55981 -1.37126 -1.34898
51 H 4.41953 2.20986 -0.14615
52 H 4.40207 4.66328 -0.20859
53 H 2.30318 5.90867 -0.54242
54 H -0.21240 5.84736 -0.86751
55 H -2.26985 4.44604 -1.04996
56 H -2.07975 2.00110 -0.88255
57 H 3.46779 0.97035 -2.67447
58 H 5.16907 0.88866 -4.47219
59 H 7.09457 -0.64541 -4.27259
60 H 7.34069 -2.09095 -2.28436
61 H 5.67752 -1.97133 -0.45422
62 C -1.12485 -2.33255 -3.18566
63 P 0.29419 -1.33604 -2.63915
64 C 0.31578 0.12653 -3.70697
65 C 1.69435 -2.38948 -3.07016
66 C 1.83411 -3.59013 -2.36862
67 C 2.86591 -4.45722 -2.67850
68 C 3.76910 -4.12850 -3.68312
69 C 3.63128 -2.93905 -4.38244
70 C 2.59235 -2.06890 -4.08072
71 H -0.96628 -2.62688 -4.22311
72 H -2.07070 -1.79871 -3.11255
73 H -1.17742 -3.22806 -2.56771
74 H -0.59964 0.69536 -3.54199
75 H 0.36849 -0.15293 -4.75936
76 H 1.15858 0.76461 -3.44439
77 H 1.13558 -3.84768 -1.57928
78 H 2.96751 -5.38974 -2.13845
79 H 4.57646 -4.80777 -3.92646
80 H 4.32686 -2.68950 -5.17339
81 H 2.49082 -1.14812 -4.64346



Record 7
Here is a molecular structure, C34H45BiBr2N10O from OMol25. Energies are from the ωB97M-V functional and the def2-TZVPD basis.

Summary:
gap between HOMO and LUMO = 7.24 eV
charge = +4
energy = -7306.65163 hartree
LUMO level = -10.219 eV
molar mass = 978.59 u
energy relative to the best compared isomer or geometry (same formula, charge and spin) = 0.00 kcal per mole

Geometry (Å):
1 Bi 0.21739 -0.19412 -0.30155
2 C 0.58185 4.23841 1.36066
3 C 0.70798 2.98673 0.56866
4 N 0.01919 1.92658 0.77590
5 N -0.88653 1.92938 1.81892
6 C -1.71024 0.92409 1.76471
7 O -1.67994 0.02254 0.79992
8 C -2.72382 0.77171 2.81972
9 C -2.61594 1.50122 4.00635
10 C -3.57247 1.36154 4.99647
11 C -4.64972 0.50444 4.80706
12 C -4.76881 -0.21589 3.62585
13 C -3.80763 -0.08662 2.63820
14 C 1.55497 2.97525 -0.69587
15 C 2.60334 4.04666 -0.74052
16 C 3.86591 3.77336 -1.04959
17 C 4.27691 2.40888 -1.38168
18 C 3.39690 1.41451 -1.42956
19 N 2.03892 1.58922 -1.02376
20 H -0.02670 4.08478 2.24463
21 H 0.10408 5.01080 0.74834
22 H 1.56826 4.62090 1.62595
23 H -1.79156 2.18884 4.13746
24 H -3.49012 1.92938 5.91303
25 H -5.40279 0.40597 5.57719
26 H -5.62086 -0.86552 3.47865
27 H -3.91201 -0.63016 1.70777
28 H 2.28062 5.06473 -0.56550
29 H 4.60105 4.56492 -1.09879
30 H 5.31350 2.20519 -1.61271
31 H 3.65529 0.39894 -1.69447
32 Br 1.84599 4.36925 -5.68767
33 C 1.39800 3.29911 -4.22379
34 C 0.95715 3.79320 -3.07340
35 C 0.59737 2.90148 -1.93448
36 N 0.97163 1.44708 -2.07993
37 C 1.37787 0.98322 -3.38739
38 C 1.55434 1.85650 -4.38461
39 C 1.65614 -0.46425 -3.50118
40 C 1.94540 -1.07645 -4.71660
41 C 2.32127 -2.41241 -4.72529
42 Br 2.73314 -3.26233 -6.32866
43 C 2.39691 -3.10426 -3.51576
44 C 2.05476 -2.42923 -2.36601
45 N 1.67992 -1.14177 -2.34419
46 H 0.81472 4.85658 -2.92704
47 H -0.46088 3.01256 -1.68133
48 H 1.84448 1.50190 -5.36361
49 H 1.89899 -0.53597 -5.65034
50 H 2.71490 -4.13671 -3.48216
51 H 2.08673 -2.93833 -1.40783
52 N -4.87136 -3.77140 -1.98833
53 C -4.07470 -3.12129 -0.85521
54 C -3.54684 -1.75358 -1.28025
55 C -2.36632 -1.79184 -2.26338
56 N -1.53594 -0.55732 -2.08923
57 C -1.51157 -3.05173 -2.10036
58 C -1.54390 -3.62996 -0.68951
59 N -0.97401 -2.68482 0.30582
60 C -2.97717 -4.08538 -0.35789
61 H -5.62104 -3.15698 -2.32051
62 H -5.31566 -4.63725 -1.66658
63 H -4.29076 -4.01648 -2.79403
64 H -4.82566 -2.97788 -0.08002
65 H -3.22249 -1.25885 -0.36138
66 H -4.35711 -1.13234 -1.67121
67 H -2.74960 -1.76676 -3.28718
68 H -2.16085 0.24043 -1.96678
69 H -1.04074 -0.38204 -2.96295
70 H -0.48823 -2.84698 -2.41675
71 H -1.86973 -3.82376 -2.78901
72 H -0.90853 -4.51490 -0.67577
73 H -0.51084 -3.22422 1.03105
74 H -1.70067 -2.15677 0.78438
75 H -3.08544 -4.21767 0.71911
76 H -3.13229 -5.07918 -0.78670
77 N 3.36520 0.63396 4.63578
78 C 4.09122 0.15901 3.40465
79 C 3.17530 0.25953 2.18913
80 N 1.89902 -0.44630 2.35459
81 C 1.21340 0.02497 3.56877
82 C 2.06098 -0.09559 4.82935
83 H 3.19021 1.64006 4.56943
84 H 3.96025 0.50710 5.45924
85 H 4.38619 -0.87197 3.60148
86 H 4.99047 0.76207 3.29006
87 H 3.71331 -0.13567 1.32747
88 H 2.95585 1.30929 1.96785
89 H 2.08022 -1.44356 2.44393
90 H 0.29593 -0.54391 3.72259
91 H 0.90660 1.06230 3.40966
92 H 2.31927 -1.13130 5.05152
93 H 1.56219 0.33313 5.69704